Below is a structure of composition C13H21AgO10 at a distorted geometry, with properties calculated with wB97M-V/def2-TZVPD.

```
45
C13H21AgO10 wB97M-V/def2-TZVPD
Ag 0.56552 -3.12836 -2.46594
C 0.54045 -1.71622 0.82879
O 0.70920 -2.59109 -0.20460
H 0.82997 -2.18521 1.78168
H 1.20240 -0.84991 0.67942
H -0.48851 -1.37345 0.98867
C -4.31608 -3.01014 -0.91418
C -3.32673 -2.01874 -0.34391
C -3.40436 -0.55739 -0.75392
O -3.17213 0.12808 0.46031
C -3.15753 -0.72269 1.50611
O -3.01650 -0.38451 2.63552
O -3.32716 -1.99308 1.10391
H -4.00978 -3.03328 -1.96521
H -5.33853 -2.65819 -0.78143
H -4.25691 -4.00256 -0.47831
H -2.31263 -2.32297 -0.64171
H -4.38381 -0.27173 -1.15593
H -2.66748 -0.29943 -1.51551
C 0.13434 1.93160 2.14990
C -0.99036 2.48249 1.25706
C -2.31539 2.69753 2.05408
O -2.56335 4.09427 1.90078
C -1.56727 4.67517 1.18117
O -1.58107 5.81574 0.87665
O -0.61452 3.78660 0.86098
H 0.41717 2.57730 2.97862
H 1.00627 1.73109 1.51629
H -0.10562 0.93652 2.54003
H -1.04157 1.69535 0.50198
H -2.17804 2.40838 3.08880
H -3.08620 2.18276 1.48648
C 4.18660 1.23839 -1.19099
C 4.72739 0.09055 -2.04580
C 5.34932 -1.06117 -1.20565
O 4.57113 -2.21029 -1.56293
C 3.57457 -1.85289 -2.33567
O 2.79475 -2.66799 -2.79710
O 3.50661 -0.55442 -2.53631
H 4.94885 1.81249 -0.66418
H 3.40325 0.93565 -0.49889
H 3.69935 1.95897 -1.85375
H 5.37520 0.32701 -2.88401
H 5.27682 -0.84758 -0.14050
H 6.40238 -1.19263 -1.44079
```

## Properties
- highest occupied orbital energy (spin up / spin down) (eV) = -12.7 / -12.7
- total charge = +1
- calculated total energy (eV) = -38286.5301
- 2S+1 = 2
- LUMO (spin up / spin down) (Ha) = -0.1874 / -0.2404
- HOMO-LUMO gap (spin up / spin down) (eV) = 7.6 / 6.1

Atomic partial charges in e from the Mulliken method, atoms 1 to 6:
1. Ag 0.812
2. C 0.077
3. O -0.311
4. H 0.377
5. H 0.102
6. H -0.197

=====

Below is a structure of composition C9H31BF4O7Ti3 at a distorted geometry, with properties calculated with wB97M-V/def2-TZVPD.

```
55
C9H31BF4O7Ti3 wB97M-V/def2-TZVPD
Ti -2.53313 2.16329 -3.06422
Ti -0.04008 0.58624 -4.35953
Ti -3.07619 -1.24940 -2.77615
O -2.27139 0.24423 -4.38724
H -1.95957 -0.36132 -5.08089
B -1.02056 -0.28545 -1.06953
F -0.69502 0.62223 -2.14379
F -2.30155 -0.01729 -0.60069
F -1.07006 -1.58111 -1.64874
F -0.03676 -0.17520 -0.11619
C -3.92504 -1.34054 2.66975
O -3.95552 -0.12801 1.93591
H -4.64775 -1.25366 3.47443
H -4.14684 -2.20756 2.04169
H -2.94125 -1.51480 3.12778
H -3.51031 -0.24724 1.09444
C 3.11007 -1.34083 -0.99746
O 3.91707 -0.96154 -2.11675
H 2.54804 -2.24711 -1.22086
H 3.71334 -1.53136 -0.11047
H 2.37654 -0.56095 -0.76887
H 4.65225 -0.47181 -1.73722
C 2.24249 1.66241 -2.96810
O 2.24858 0.86033 -4.17234
H 1.79940 2.64072 -3.15014
H 1.68155 1.12976 -2.19954
H 3.25368 1.83734 -2.60380
H 2.76570 0.06412 -3.96322
C 3.39963 0.84897 2.74934
C 1.88814 0.97905 2.62560
O 1.53425 1.62962 1.39705
H 3.84522 0.99091 1.76358
H 3.71855 -0.12962 3.11047
H 3.81792 1.59589 3.42217
H 1.50210 1.55248 3.47003
H 1.41354 -0.00637 2.65657
H 0.96032 1.05310 0.88952
C -0.78990 -4.20608 2.16378
C 0.09832 -3.14587 1.54187
O 0.24220 -3.37977 0.15394
H -0.51148 -4.40532 3.19898
H -0.71940 -5.12118 1.57642
H -1.84333 -3.91426 2.19750
H 1.07807 -3.16155 2.02938
H -0.33163 -2.15333 1.72532
H 0.01487 -2.59552 -0.34796
C -2.05725 2.92665 0.81503
C -1.12176 3.31512 -0.31596
O -1.82814 3.86790 -1.47194
H -2.96439 2.45505 0.41051
H -2.34870 3.77862 1.42351
H -1.62585 2.13432 1.42506
H -0.52351 2.45909 -0.62412
H -0.39038 4.04975 0.02655
H -2.63510 4.24683 -1.10047
```

## Properties
- highest occupied orbital energy (spin up / spin down) (eV) = -9.2 / -12.4
- total charge = +1
- calculated total energy (eV) = -105052.9139
- 2S+1 = 10
- LUMO (spin up / spin down) (Ha) = -0.1157 / -0.1444
- HOMO-LUMO gap (spin up / spin down) (eV) = 6.0 / 8.5

Atomic partial charges in e from the Mulliken method, atoms 1 to 6:
1. Ti 0.432
2. Ti 0.246
3. Ti 0.440
4. O -0.917
5. H 0.216
6. B 0.825

=====

Below is a structure of composition C36H55Cl3N7O7P2SScSe, with properties calculated with wB97M-V/def2-TZVPD.

```
113
C36H55Cl3N7O7P2SScSe wB97M-V/def2-TZVPD
Sc -0.94422 1.37455 0.62751
C -1.55541 1.84851 -5.84101
C -0.52579 1.58908 -4.77272
C -0.17412 0.13351 -4.59247
O -1.13326 2.11982 -3.51008
P -0.49544 2.18994 -2.11231
O -0.37388 0.88401 -1.35769
C 1.10542 2.98856 -2.15456
P 1.84576 2.89244 -0.49080
O 0.78811 2.54788 0.52136
O 2.44579 4.27552 -0.15946
C 3.56770 4.91595 -0.90550
C 3.11393 6.32336 -1.20546
C 4.79865 4.83536 -0.04193
O 2.94754 1.80681 -0.64366
C 3.23755 0.77778 0.39318
C 3.93030 -0.35390 -0.32113
C 4.03489 1.39053 1.51781
O -1.46004 3.00735 -1.17933
C -1.97492 4.42429 -1.19695
C -2.29102 4.85066 -2.60737
C -0.99372 5.30843 -0.47021
H -1.15699 1.53775 -6.80670
H -1.80682 2.90599 -5.89906
H -2.46077 1.27429 -5.64382
H 0.36507 2.19847 -4.93896
H -1.06822 -0.45487 -4.38322
H 0.54998 -0.02930 -3.79301
H 0.26650 -0.23383 -5.51977
H 0.99862 4.02630 -2.47515
H 1.75538 2.46528 -2.86045
H 3.70378 4.34620 -1.82955
H 2.89775 6.85317 -0.27793
H 2.22224 6.33412 -1.83325
H 3.90455 6.85888 -1.73071
H 4.63922 5.36685 0.89611
H 5.63415 5.30164 -0.56462
H 5.06648 3.80269 0.17155
H 2.25895 0.46051 0.75575
H 4.87289 -0.01819 -0.75358
H 3.30421 -0.76636 -1.11214
H 4.14962 -1.14940 0.39307
H 5.01680 1.71241 1.17153
H 4.18573 0.63832 2.29364
H 3.51512 2.23620 1.97088
H -2.88787 4.31101 -0.61586
H -1.38972 4.95037 -3.21654
H -2.75923 5.83451 -2.56056
H -2.98163 4.16764 -3.09843
H -0.08256 5.46872 -1.04994
H -0.73125 4.90786 0.50814
H -1.45626 6.28536 -0.32510
Cl 4.77881 -8.74714 4.57738
C 3.81998 -7.44490 3.97977
C 2.45264 -7.43389 4.20383
C 1.70480 -6.38662 3.69667
C 2.28138 -5.34053 2.98083
C 1.38181 -4.21783 2.50161
C 1.61288 -2.97365 3.34710
N 0.66315 -1.89940 3.03273
C -0.15218 -1.24872 3.93425
C -0.76474 -0.25294 3.24831
N -0.32974 -0.28669 1.92943
C 0.53177 -1.29164 1.85235
O 1.60202 -3.83537 1.15449
C 1.33721 -4.85353 0.18322
C -0.13196 -4.97102 -0.08405
C -0.93002 -6.02349 0.26015
Cl -0.46267 -7.44822 1.09180
S -2.55753 -5.82421 -0.23630
C -2.20251 -4.29474 -0.91710
C -0.88864 -3.97667 -0.77742
C 3.66316 -5.37838 2.79399
Cl 4.51757 -4.11335 1.94638
C 4.43479 -6.42050 3.27879
H 1.98592 -8.23789 4.75448
H 0.63219 -6.38529 3.84964
H 0.34200 -4.54753 2.63127
H 2.62759 -2.60658 3.20279
H 1.49105 -3.21012 4.40159
H -0.19816 -1.53574 4.97014
H -1.45555 0.49281 3.60419
H 1.06592 -1.61334 0.97614
H 1.76248 -5.80884 0.49849
H 1.86449 -4.53735 -0.71649
H -2.98289 -3.72584 -1.40123
H -0.44651 -3.07218 -1.17676
H 5.50248 -6.43105 3.11405
Se -0.19224 3.94723 3.88446
C -1.21039 3.20560 2.69810
N -1.88651 2.66722 1.87222
C -2.88010 -0.81673 -0.69910
N -2.99828 0.40308 0.16995
C -3.65610 -0.04288 1.45641
N -4.93561 -0.66564 1.22493
C -4.74409 -1.83115 0.36070
N -4.16007 -1.44862 -0.93181
C -5.05421 -0.47722 -1.57349
N -5.24888 0.70951 -0.73632
C -3.96974 1.33404 -0.50227
C -5.81793 0.28649 0.54746
H -2.20717 -1.52127 -0.20244
H -2.43986 -0.51469 -1.65049
H -3.77096 0.83776 2.08971
H -2.99148 -0.75906 1.94019
H -5.70666 -2.31207 0.18788
H -4.07940 -2.54238 0.85582
H -6.02037 -0.94733 -1.75391
H -4.62734 -0.17611 -2.53269
H -4.08646 2.20857 0.14101
H -3.53863 1.63983 -1.45710
H -6.78421 -0.18460 0.37065
H -5.96586 1.15979 1.18414
```

## Properties
- highest occupied orbital energy (eV) = -12.9
- total charge = +2
- calculated total energy (eV) = -216012.6496
- LUMO (Ha) = -0.1647
- energy above the lowest of the compared OMol25 structures with the same formula, charge and spin (kJ/mol) = 11.5
- HOMO-LUMO gap (eV) = 8.4

Atomic partial charges in e from the Mulliken method, atoms 1 to 6:
1. Sc -0.302
2. C -1.474
3. C 0.588
4. C -1.114
5. O 0.016
6. P -0.825